A 2-piece molecular cluster, C7H11NO overall. Source: the Open Molecules 2025 dataset; level of theory: ωB97M-V with the def2-TZVPD basis set.

Geometry as XYZ:
```
20
Properties=species:S:1:pos:R:3:forces:R:3
C -0.325619 2.498701 -1.511276 -1.1 -2.2 0.4
C 0.852369 -2.201205 -0.571668 1.0 0.2 -0.2
C -1.102683 0.679735 1.251644 0.4 0.4 0.3
C 0.923356 2.485212 -1.131930 0.9 4.0 -2.1
C 0.198121 -0.850778 -0.407943 -2.1 -1.4 1.9
C -0.059571 -0.375771 1.069597 -0.2 -1.1 -1.4
C 0.375935 -1.102218 2.095249 0.1 -0.1 0.0
N -0.630946 -0.433347 -1.272842 0.5 1.0 -0.2
O 2.002273 2.963377 -1.124224 -0.4 -1.9 1.1
H -0.515904 -0.836431 -2.201101 0.0 -0.4 0.2
H -0.881913 3.312753 -1.933194 0.6 0.7 0.1
H -0.869224 1.566474 -1.472520 0.0 0.1 0.2
H 1.841192 -2.211859 -0.121179 0.2 -0.2 -0.1
H 0.903026 -2.488885 -1.621205 0.2 0.2 -0.1
H 0.277714 -2.995640 -0.096300 -0.2 0.3 0.3
H -1.951604 0.536287 0.589097 0.1 0.1 -0.2
H -0.633108 1.644491 1.066081 -0.4 0.2 -0.1
H -1.467999 0.686908 2.277186 0.1 -0.1 0.1
H 0.023051 -0.932718 3.100984 -0.1 0.3 0.1
H 1.041534 -1.945087 2.015544 0.2 0.0 -0.3
```
Positions in Å, forces in eV/Å.

Output
SMILES   [H]/N=C(\C)C(=C)C.C=C=O
Charge   0
Kohn-Sham gap   9.03 eV
LUMO level   0.240 eV